Record 1
{
  "formula": "C31H30BrClIO5PtS2",
  "method": "the ωB97M-V functional and the def2-TZVPD basis",
  "species": ["Pt", "O", "S", "C", "C", "C", "C", "S", "O", "C", "C", "C", "C", "C", "C", "C", "C", "C", "C", "C", "C", "H", "H", "H", "H", "H", "H", "H", "H", "H", "H", "H", "H", "H", "H", "H", "H", "H", "H", "C", "C", "C", "C", "Cl", "C", "C", "C", "O", "C", "C", "O", "O", "H", "H", "H", "H", "H", "H", "H", "H", "Br", "C", "C", "C", "C", "C", "C", "I", "H", "H", "H", "H"],
  "positions_angstrom": [[0.769, 1.679, 0.067], [2.121, 0.166, 0.068], [1.974, -1.356, 0.269], [0.405, -1.516, 1.149], [-0.496, -2.704, 0.821], [-1.472, -2.409, -0.322], [-2.429, -1.257, 0.008], [-2.176, 0.217, -1.013], [-0.669, 0.358, -1.154], [-2.671, -0.428, -2.611], [-3.908, -1.033, -2.797], [-4.271, -1.458, -4.065], [-3.412, -1.267, -5.139], [-2.190, -0.641, -4.946], [-1.815, -0.215, -3.680], [1.695, -2.065, -1.336], [1.884, -3.438, -1.433], [1.688, -4.062, -2.655], [1.341, -3.306, -3.767], [1.206, -1.928, -3.665], [1.385, -1.295, -2.445], [-0.110, -0.581, 0.934], [0.707, -1.492, 2.194], [-1.051, -2.933, 1.734], [0.075, -3.605, 0.589], [-2.042, -3.309, -0.551], [-0.913, -2.167, -1.228], [-2.323, -0.885, 1.029], [-3.478, -1.513, -0.133], [-4.601, -1.165, -1.977], [-5.230, -1.937, -4.213], [-3.701, -1.600, -6.126], [-1.526, -0.477, -5.785], [-0.863, 0.272, -3.517], [2.192, -4.014, -0.568], [1.827, -5.130, -2.742], [1.198, -3.791, -4.723], [0.959, -1.343, -4.540], [1.288, -0.223, -2.356], [3.373, 0.840, 5.822], [2.245, -0.141, 5.699], [2.394, -1.472, 6.049], [1.337, -2.365, 5.923], [1.561, -4.027, 6.374], [0.116, -1.942, 5.448], [-0.053, -0.609, 5.080], [1.002, 0.281, 5.208], [0.927, 1.609, 4.895], [-0.222, 2.058, 4.221], [-0.257, 1.665, 2.736], [-1.300, 1.316, 2.199], [0.879, 1.841, 2.140], [4.264, 0.352, 6.213], [3.105, 1.662, 6.487], [3.610, 1.282, 4.854], [3.345, -1.822, 6.429], [-0.705, -2.642, 5.367], [-1.017, -0.292, 4.706], [-0.179, 3.146, 4.266], [-1.140, 1.726, 4.705], [-1.977, 6.615, -1.468], [-0.540, 5.743, -2.315], [-0.061, 6.237, -3.521], [0.995, 5.606, -4.156], [1.581, 4.480, -3.595], [1.109, 3.985, -2.391], [0.048, 4.618, -1.759], [-0.638, 3.877, 0.075], [-0.520, 7.115, -3.953], [1.366, 6.002, -5.092], [2.411, 3.992, -4.086], [1.576, 3.116, -1.937]],
  "forces_ev_per_angstrom": [[-1.08, -0.12, 1.10], [0.22, 0.01, 0.06], [-0.03, 0.14, -0.10], [-0.18, -0.06, 0.02], [0.01, 0.02, -0.01], [0.03, 0.03, -0.02], [0.10, 0.06, -0.04], [-0.23, 0.13, 0.01], [0.36, 0.06, -0.46], [0.06, 0.03, 0.00], [-0.04, 0.04, 0.01], [0.01, 0.00, 0.02], [0.02, 0.01, 0.00], [-0.02, -0.01, -0.01], [0.02, -0.02, 0.01], [-0.03, -0.04, 0.05], [-0.02, -0.01, 0.00], [0.01, 0.00, 0.01], [0.00, 0.01, 0.00], [0.01, -0.02, 0.01], [0.07, 0.01, -0.02], [0.02, 0.06, 0.07], [0.02, -0.07, 0.13], [-0.04, -0.02, -0.02], [0.04, 0.02, 0.03], [-0.04, 0.01, 0.05], [0.02, -0.04, -0.02], [0.01, 0.01, 0.01], [-0.04, -0.03, 0.02], [0.00, -0.01, 0.05], [0.00, 0.00, 0.00], [0.00, 0.00, 0.00], [0.00, -0.01, -0.01], [-0.04, 0.00, 0.01], [0.01, 0.00, 0.00], [-0.01, 0.00, 0.00], [0.00, 0.00, 0.00], [0.03, -0.01, -0.01], [0.01, -0.02, 0.01], [0.02, 0.01, 0.01], [-0.01, -0.01, -0.05], [0.00, -0.01, 0.01], [0.02, 0.03, 0.00], [0.01, -0.02, 0.00], [-0.02, -0.01, -0.06], [-0.04, -0.08, -0.08], [0.06, -0.06, -0.02], [-0.01, 0.11, -0.01], [0.09, -0.14, 0.02], [-0.10, 0.09, 0.06], [-0.11, 0.02, -0.08], [0.72, 0.26, -0.54], [0.00, 0.00, 0.00], [-0.01, 0.00, 0.00], [-0.01, 0.01, 0.00], [0.00, 0.00, 0.00], [-0.01, 0.01, 0.00], [0.02, -0.01, -0.01], [-0.03, 0.01, -0.04], [-0.02, 0.03, -0.07], [-0.02, 0.03, 0.02], [0.02, -0.02, -0.05], [-0.04, 0.01, 0.01], [0.02, -0.02, 0.00], [-0.02, 0.02, -0.02], [-0.03, -0.02, 0.03], [0.06, 0.04, 0.02], [0.11, -0.54, -0.10], [0.00, 0.00, 0.00], [0.00, 0.00, -0.01], [0.00, 0.00, 0.00], [0.02, 0.05, 0.00]],
  "orbital_gap_ev": 6.181,
  "total_charge": 1,
  "relative_energy_kcal_mol": 22.0,
  "max_force_ev_per_a": 1.55
}


Record 2
{
  "formula": "C31H30Cl10LuN8O7S",
  "method": "the ωB97M-V functional and the def2-TZVPD basis",
  "species": ["Lu", "N", "C", "C", "O", "O", "H", "H", "H", "H", "Cl", "C", "C", "Cl", "C", "Cl", "C", "O", "C", "Cl", "C", "Cl", "Cl", "C", "C", "C", "Cl", "C", "Cl", "C", "Cl", "C", "Cl", "C", "C", "C", "C", "C", "C", "C", "S", "O", "O", "N", "C", "C", "O", "O", "H", "H", "H", "H", "H", "H", "H", "H", "H", "C", "C", "N", "C", "C", "N", "C", "C", "H", "H", "H", "H", "H", "H", "H", "H", "H", "H", "H", "H", "H", "N", "C", "N", "N", "C", "N", "H", "H", "H", "H"],
  "positions_angstrom": [[0.008, -0.119, -1.602], [-2.915, -0.813, -1.739], [-3.655, 0.421, -1.946], [-2.794, 1.647, -1.631], [-3.341, 2.741, -1.518], [-1.542, 1.420, -1.487], [-3.039, -1.477, -2.493], [-3.191, -1.283, -0.887], [-4.559, 0.492, -1.340], [-3.962, 0.509, -2.991], [-0.330, -2.267, -9.007], [0.129, -1.861, -7.388], [-0.738, -1.148, -6.565], [-2.292, -0.660, -7.146], [-0.358, -0.831, -5.278], [-1.377, 0.056, -4.201], [0.892, -1.187, -4.715], [1.220, -0.880, -3.532], [1.749, -1.913, -5.587], [3.285, -2.377, -4.949], [1.375, -2.237, -6.879], [2.466, -3.122, -7.889], [0.697, 2.727, 2.338], [1.139, 3.252, 0.702], [0.951, 2.387, -0.364], [1.268, 2.987, -1.576], [1.071, 2.014, -3.028], [1.728, 4.285, -1.760], [2.091, 4.908, -3.334], [1.900, 5.094, -0.642], [2.467, 6.717, -0.811], [1.594, 4.571, 0.608], [1.774, 5.586, 2.005], [5.992, -0.070, 2.964], [4.533, -0.395, 2.788], [3.743, 0.366, 1.934], [2.405, 0.069, 1.742], [1.839, -1.003, 2.409], [2.606, -1.773, 3.276], [3.946, -1.465, 3.458], [0.117, -1.399, 2.257], [-0.601, -0.336, 2.962], [-0.025, -2.710, 2.881], [-0.194, -1.444, 0.697], [-1.152, -2.538, 0.394], [-1.117, -2.960, -1.076], [-1.748, -3.957, -1.398], [-0.430, -2.209, -1.857], [6.124, 0.942, 3.353], [6.516, -0.120, 2.008], [6.473, -0.764, 3.653], [4.179, 1.198, 1.392], [1.812, 0.666, 1.063], [2.147, -2.606, 3.789], [4.546, -2.068, 4.131], [-2.189, -2.269, 0.624], [-0.954, -3.434, 0.983], [-3.704, 0.311, 3.445], [-3.645, -0.054, 1.945], [-3.517, 1.146, 1.138], [-2.240, 1.826, 1.403], [-2.106, 2.108, 2.909], [-3.444, 1.789, 3.536], [-4.532, 2.567, 2.861], [-4.618, 2.053, 1.402], [-2.920, -0.192, 4.008], [-4.679, 0.132, 3.900], [-4.547, -0.594, 1.651], [-2.775, -0.679, 1.773], [-2.214, 2.735, 0.804], [-1.426, 1.193, 1.077], [-1.877, 3.145, 3.144], [-1.382, 1.440, 3.372], [-3.404, 2.056, 4.516], [-4.246, 3.616, 2.920], [-5.448, 2.412, 3.430], [-4.564, 2.875, 0.689], [-5.560, 1.524, 1.244], [4.180, -4.218, 0.514], [3.283, -3.283, 0.107], [1.983, -3.555, 0.240], [3.775, -2.191, -0.433], [2.970, -1.256, -0.864], [2.356, -0.339, -1.221], [3.891, -4.914, 1.177], [5.135, -3.910, 0.549], [1.679, -4.325, 0.811], [1.314, -2.784, 0.152]],
  "forces_ev_per_angstrom": [[0.23, -0.10, -0.07], [-0.10, -0.13, 0.12], [0.02, 0.03, -0.12], [0.01, -0.02, 0.22], [-0.05, 0.02, 0.01], [-0.04, 0.11, -0.04], [0.09, -0.02, 0.02], [-0.07, 0.06, 0.00], [-0.02, 0.03, -0.01], [0.00, -0.02, 0.01], [0.01, 0.01, 0.03], [-0.02, 0.01, -0.03], [-0.02, -0.01, -0.02], [0.03, -0.01, 0.00], [0.03, 0.01, 0.09], [-0.25, 0.07, -0.40], [0.00, -0.10, 0.02], [-0.28, 0.26, 0.26], [0.04, -0.02, -0.01], [-0.03, 0.01, -0.02], [0.03, -0.02, 0.00], [-0.02, 0.01, 0.01], [0.31, -0.02, -0.11], [-0.20, 0.13, 0.05], [0.11, -0.03, -0.06], [0.04, 0.01, -0.01], [0.20, 0.26, -0.13], [0.02, 0.00, -0.05], [-0.02, -0.02, 0.04], [-0.02, -0.02, 0.01], [0.00, -0.01, 0.00], [0.00, 0.00, 0.03], [0.00, -0.04, -0.01], [-0.03, 0.00, -0.01], [0.05, -0.02, 0.03], [-0.03, 0.01, -0.04], [-0.04, 0.08, 0.06], [0.06, -0.03, 0.13], [0.02, 0.04, -0.10], [0.02, -0.02, -0.01], [0.14, -0.04, -0.07], [0.01, -0.23, -0.06], [-0.08, 0.08, -0.02], [-0.25, -0.17, -0.05], [0.17, 0.05, 0.00], [0.03, 0.07, -0.03], [-0.08, 0.04, 0.00], [0.11, -0.29, 0.09], [-0.01, 0.00, 0.00], [0.01, -0.01, 0.00], [0.00, 0.00, 0.00], [0.00, 0.01, 0.00], [0.00, -0.01, -0.03], [-0.01, -0.01, 0.02], [0.00, 0.00, 0.00], [-0.01, -0.03, -0.03], [0.03, 0.02, 0.03], [0.02, 0.04, 0.04], [0.02, 0.09, 0.08], [0.06, 0.08, -0.04], [-0.27, -0.09, -0.03], [-0.04, 0.05, 0.12], [-0.06, -0.01, 0.07], [0.02, 0.00, 0.02], [0.03, -0.01, -0.06], [0.00, 0.03, 0.00], [-0.01, -0.02, 0.00], [0.01, -0.01, -0.01], [0.07, -0.05, -0.04], [0.02, 0.00, -0.02], [0.15, -0.08, 0.00], [-0.10, 0.01, -0.01], [-0.10, 0.14, -0.03], [0.01, -0.04, -0.04], [-0.01, 0.00, 0.00], [-0.02, 0.01, -0.01], [0.01, -0.01, 0.00], [0.01, 0.00, 0.00], [-0.01, -0.05, -0.01], [-0.05, 0.09, 0.02], [-0.17, 0.19, 0.03], [0.12, -0.05, -0.09], [0.16, 0.14, 0.03], [-0.10, -0.35, 0.27], [0.02, 0.01, 0.01], [0.01, 0.00, 0.00], [0.02, 0.00, -0.02], [0.03, -0.09, -0.03]],
  "orbital_gap_ev": 6.278,
  "total_charge": -1,
  "relative_energy_kcal_mol": 16.6,
  "max_force_ev_per_a": 0.48
}